{"formula": "C3H6N2O", "method": "ωB97M-V with the def2-TZVPD basis set", "symbols": ["N", "C", "O", "C", "C", "N", "H", "H", "H", "H", "H", "H"], "positions_angstrom": [[-1.674, -0.087, 0.503], [-0.366, 0.209, 0.544], [0.044, 1.122, 1.320], [0.596, -0.501, -0.294], [0.377, -0.830, -1.567], [1.320, 1.591, 0.747], [-2.324, 0.403, 1.098], [-1.956, -0.930, 0.031], [1.505, -0.777, 0.231], [-0.478, -0.443, -2.114], [1.102, -1.417, -2.120], [1.852, 1.660, 1.621]], "atomic_forces_ev_per_a": [[0.130, 0.050, 0.017], [-0.135, -0.017, -0.003], [-0.327, -0.407, -0.226], [-0.062, -0.274, -0.127], [-0.018, 0.029, 0.026], [0.481, 0.339, 0.343], [0.103, -0.055, -0.095], [-0.034, 0.098, 0.070], [-0.090, 0.091, -0.068], [0.039, -0.105, 0.066], [-0.110, 0.083, 0.064], [0.023, 0.168, -0.067]], "de_lowest_kj_mol": 471.7, "homo_lumo_gap_ev": [7.66, 7.66], "lumo_ev": [0.604, 0.604], "e_homo_ev": [-7.058, -7.056], "total_energy_ha": -302.5134}